DFT (ωB97M-V with the def2-TZVPD basis set) results for a structure of composition C35H38FN3O3PrSi in a non-equilibrium geometry.

As for the multiplicity: 3. Its total charge is +1. The value obtained for the orbital gap (spin up / spin down) is 4.433 / 4.340 eV. The value obtained for the highest occupied orbital energy (spin up / spin down) is -8.1 / -8.0 eV.

CARTESIAN COORDINATES (ANGSTROEM)
C1 1.0715 1.9997 0.2288
C2 0.1335 2.1215 -0.8205
C3 -1.1590 1.9392 -0.2775
H1 0.3489 2.3150 -1.8568
C4 -1.0175 1.7075 1.1110
C5 0.3588 1.7435 1.4270
H2 0.7903 1.6040 2.4043
H3 2.1417 2.0825 0.1352
H4 -2.0774 1.9505 -0.8387
H5 -1.8199 1.5288 1.8076
Pr1 0.0000 0.0000 0.0000
C6 -1.4944 -3.8160 -5.4398
H6 -2.1915 -3.8213 -4.6066
H7 -1.7776 -3.0388 -6.1438
H8 -0.4910 -3.6225 -5.0712
Si1 -0.0815 -0.8833 -2.3545
C7 1.5854 -0.8985 -3.2689
C8 2.3790 0.2514 -3.3221
H9 2.0267 1.1591 -2.8475
C9 3.6173 0.2541 -3.9484
H10 4.2080 1.1616 -3.9781
C10 4.1042 -0.9100 -4.5285
H11 5.0736 -0.9155 -5.0105
C11 3.3355 -2.0651 -4.4886
H12 3.7045 -2.9759 -4.9440
C12 2.0907 -2.0525 -3.8731
H13 1.4990 -2.9602 -3.8588
C13 -1.2347 0.1823 -3.4307
C14 -0.8331 0.7064 -4.6618
H14 0.1308 0.4292 -5.0702
C15 -1.6477 1.5701 -5.3837
H15 -1.3087 1.9585 -6.3363
C16 -2.8959 1.9261 -4.8949
H16 -3.5330 2.5976 -5.4564
C17 -3.3185 1.4148 -3.6740
H17 -4.2929 1.6824 -3.2832
C18 -2.4944 0.5625 -2.9555
H18 -2.8381 0.1883 -1.9985
H19 -0.5752 -2.2956 -2.5987
H20 -1.5175 -4.7814 -5.9374
F1 -0.5972 2.9409 6.5641
C19 -0.4580 1.6005 6.3950
C20 -0.4972 1.0530 5.0788
C21 -0.3369 -0.3444 4.8388
C22 -0.2961 -0.9566 3.5216
O1 -0.2152 -0.2958 2.4979
C23 -0.2317 -2.3152 3.3934
C24 -0.1136 -3.0990 4.5485
N1 -0.0350 -2.5461 5.8073
C25 0.2405 -3.3713 7.0138
C26 0.5240 -4.8855 6.8943
C27 1.6605 -3.8858 6.9381
C28 -0.1601 -1.1824 5.9746
C29 -0.0572 -0.5944 7.2720
C30 -0.1919 0.7760 7.5079
N2 0.0106 1.2854 8.8546
C31 1.1367 0.8183 9.6597
C32 0.6289 0.2379 10.9839
N3 -0.1783 1.2391 11.6999
C33 -1.3217 1.6774 10.8732
C34 -0.8444 2.2665 9.5152
C35 -0.2372 -2.9200 2.0429
O2 -0.2641 -4.2355 1.9499
O3 -0.1454 -2.2448 0.9061
H21 -0.6548 1.7344 4.2544
H22 -0.0173 -4.1580 4.4040
H23 -0.4987 -3.3106 7.8444
H24 0.4389 -5.3670 7.8918
H25 -0.2338 -5.2245 6.1683
H26 2.1671 -3.7764 5.9540
H27 2.2036 -3.8085 7.9029
H28 0.1253 -1.1989 8.1459
H29 1.7946 1.6867 9.8908
H30 1.7593 0.0740 9.1229
H31 0.0194 -0.6711 10.7847
H32 1.4982 -0.0634 11.6117
H33 -0.5319 0.8120 12.5893
H34 0.4192 2.0619 11.9527
H35 -1.9105 2.4360 11.4367
H36 -1.9887 0.8061 10.6884
H37 -0.2550 3.1855 9.7311
H38 -1.7221 2.5410 8.8952

Here are the Löwdin charges for atoms 1 to 5, given in e: number 1, C, carries -0.182; number 2, C, carries -0.217; number 3, C, carries -0.189; number 4, H, carries 0.125; number 5, C, carries -0.195